Molecular formula: C4H12
Method: DFT, ωB97M-V/def2-TZVPD

Values from the calculation:
2S+1: 2
Net charge: -1
Energy above the lowest of the compared OMol25 structures with the same formula, charge and spin, kcal/mol: 14.6
Kohn-Sham gap (spin up / spin down), eV: 2.7 / 11.8
HOMO energy (spin up / spin down), eV: 1.6 / -7.4
E_LUMO (spin up / spin down), Ha: 0.160 / 0.162

The geometry in XYZ format:
```
16
C4H12, DFT ωB97M-V/def2-TZVPD
C -0.7717 -0.7417 1.5820
C -0.2585 -2.1002 1.0694
H -0.2546 -0.5818 2.5196
H -0.6926 0.0167 0.8207
H -1.8566 -0.8271 1.7127
H 0.7837 -2.2461 1.3628
H -0.4399 -2.2368 0.0135
H -0.7582 -2.9185 1.6073
C -0.1299 1.2805 -1.6887
C 1.1807 1.5939 -0.9696
H -0.6473 2.1140 -2.1766
H 0.1439 0.6022 -2.4988
H -0.8779 0.9891 -0.9550
H 1.8174 2.3508 -1.4251
H 1.1615 1.7406 0.1084
H 1.8398 0.7516 -1.0957
```

Mulliken atomic charge list, values in e, 4 entries:
1 C -0.06
2 C -1.60
3 H 0.44
4 H -0.47



Molecular formula: C4H12
Method: DFT, ωB97M-V/def2-TZVPD

Values from the calculation:
2S+1: 2
Net charge: -1
Energy above the lowest of the compared OMol25 structures with the same formula, charge and spin, kcal/mol: 8.2
Kohn-Sham gap (spin up / spin down), eV: 2.8 / 12.1
HOMO energy (spin up / spin down), eV: 1.5 / -7.5
E_LUMO (spin up / spin down), Ha: 0.159 / 0.169

The geometry in XYZ format:
```
16
C4H12, DFT ωB97M-V/def2-TZVPD
C 0.8935 0.5060 0.7839
C 1.5091 0.6198 2.1953
H -0.1560 0.2330 0.8357
H 0.9258 1.5341 0.4045
H 1.4840 -0.1495 0.1623
H 1.0680 1.3506 2.8912
H 2.5801 0.8030 2.2286
H 1.3100 -0.3472 2.6801
C -0.8199 0.0424 -1.8181
C -1.5715 -1.1770 -1.1908
H -0.8411 0.8164 -1.0574
H 0.1736 -0.1774 -2.2196
H -1.3879 0.3977 -2.6799
H -1.0050 -1.6399 -0.3763
H -2.5525 -0.8897 -0.8475
H -1.6103 -1.9223 -1.9920
```

Mulliken atomic charge list, values in e, 4 entries:
1 C -1.47
2 C -1.25
3 H -0.33
4 H 0.49



Molecular formula: C4H12
Method: DFT, ωB97M-V/def2-TZVPD

Values from the calculation:
2S+1: 2
Net charge: -1
Energy above the lowest of the compared OMol25 structures with the same formula, charge and spin, kcal/mol: 25.1
Kohn-Sham gap (spin up / spin down), eV: 2.9 / 11.9
HOMO energy (spin up / spin down), eV: 1.4 / -7.5
E_LUMO (spin up / spin down), Ha: 0.158 / 0.160

The geometry in XYZ format:
```
16
C4H12, DFT ωB97M-V/def2-TZVPD
C 0.1989 -1.0518 -2.0040
C -1.1275 -1.7015 -2.3033
H 1.0172 -1.6000 -1.5509
H 0.7187 -0.6410 -2.8603
H 0.3072 -0.2757 -1.2678
H -1.7410 -2.1241 -1.4744
H -1.0426 -2.5938 -2.9144
H -1.5657 -0.8745 -2.8945
C 1.1519 1.1553 2.0342
C -0.3045 1.5645 2.3697
H 1.6471 1.8398 1.3698
H 1.6975 1.1542 3.0093
H 1.1110 0.1523 1.4274
H -0.4717 2.6309 2.4907
H -0.6136 0.9069 3.1861
H -0.9829 1.4586 1.3824
```

Mulliken atomic charge list, values in e, 4 entries:
1 C -2.22
2 C -1.40
3 H 1.21
4 H 0.45



Molecular formula: C4H12
Method: DFT, ωB97M-V/def2-TZVPD

Values from the calculation:
2S+1: 2
Net charge: -1
Energy above the lowest of the compared OMol25 structures with the same formula, charge and spin, kcal/mol: 16.4
Kohn-Sham gap (spin up / spin down), eV: 2.8 / 12.0
HOMO energy (spin up / spin down), eV: 1.6 / -7.5
E_LUMO (spin up / spin down), Ha: 0.162 / 0.166

The geometry in XYZ format:
```
16
C4H12, DFT ωB97M-V/def2-TZVPD
C 1.5501 -1.0135 1.7075
C 0.0121 -0.8701 1.6412
H 2.0739 -0.9443 0.7596
H 1.9532 -0.1883 2.3118
H 1.6611 -2.0752 1.9542
H -0.3425 -0.0786 0.9227
H -0.2911 -0.5547 2.6633
H -0.5608 -1.6973 1.2393
C -1.3907 1.2777 -1.4357
C -0.1098 0.5532 -1.8371
H -2.3389 0.9186 -1.8662
H -1.5059 1.3266 -0.3509
H -1.2542 2.2951 -1.7519
H 0.2786 -0.1301 -1.0688
H 0.6663 1.2527 -2.1657
H -0.4014 -0.0718 -2.7233
```

Mulliken atomic charge list, values in e, 4 entries:
1 C -1.78
2 C -0.53
3 H 0.48
4 H 0.56



Molecular formula: C4H12
Method: DFT, ωB97M-V/def2-TZVPD

Values from the calculation:
Energy above the lowest of the compared OMol25 structures with the same formula, charge and spin, kcal/mol: 4.7
Kohn-Sham gap, eV: 12.8
SMILES string: CC.CC
HOMO energy, eV: -11.6
E_LUMO, Ha: 0.042

The geometry in XYZ format:
```
16
C4H12, DFT ωB97M-V/def2-TZVPD
C 0.7193 1.6809 -1.2222
C 0.5782 2.2784 0.1642
H 0.4009 0.6333 -1.2212
H 0.0209 2.0781 -1.9568
H 1.7367 1.7076 -1.6228
H 1.1419 3.1914 0.3511
H 0.9023 1.5939 0.9461
H -0.4689 2.4540 0.3962
C -0.9044 -1.3604 0.9545
C -0.3576 -2.4841 0.0709
H -0.7457 -0.3940 0.4815
H -1.9462 -1.5794 1.1638
H -0.4446 -1.4166 1.9516
H 0.6879 -2.6942 0.2769
H -0.4434 -2.2660 -0.9987
H -0.8773 -3.4230 0.2646
```

Mulliken atomic charge list, values in e, 4 entries:
1 C -0.60
2 C -0.86
3 H 0.07
4 H 0.26



Molecular formula: C4H12
Method: DFT, ωB97M-V/def2-TZVPD

Values from the calculation:
Energy above the lowest of the compared OMol25 structures with the same formula, charge and spin, kcal/mol: 24.8
Kohn-Sham gap, eV: 12.1
SMILES string: CC.CC
HOMO energy, eV: -11.0
E_LUMO, Ha: 0.042

The geometry in XYZ format:
```
16
C4H12, DFT ωB97M-V/def2-TZVPD
C -1.8323 -1.1406 0.9890
C -0.8519 -0.8372 2.1684
H -1.4172 -1.6067 0.1424
H -2.1054 -0.0646 0.5082
H -2.8152 -1.5828 1.1394
H -0.6803 -1.6966 2.8006
H -1.3393 -0.0618 2.6556
H 0.1288 -0.5380 1.8170
C 1.8298 1.4863 -1.7273
C 0.8459 0.4617 -1.3690
H 1.6483 1.7021 -2.8282
H 2.8759 1.1952 -1.8256
H 1.8846 2.4566 -1.2638
H -0.1132 0.7409 -0.8531
H 0.7507 -0.2969 -2.1391
H 1.2329 -0.0689 -0.5198
```

Mulliken atomic charge list, values in e, 4 entries:
1 C -0.85
2 C -0.72
3 H 0.31
4 H 0.18



Molecular formula: C4H12
Method: DFT, ωB97M-V/def2-TZVPD

Values from the calculation:
Energy above the lowest of the compared OMol25 structures with the same formula, charge and spin, kcal/mol: 10.7
Kohn-Sham gap, eV: 12.3
SMILES string: CC.CC
HOMO energy, eV: -11.1
E_LUMO, Ha: 0.044

The geometry in XYZ format:
```
16
C4H12, DFT ωB97M-V/def2-TZVPD
C -0.9707 -1.1679 -1.8149
C -0.3005 -1.8066 -0.6124
H -1.5660 -0.2919 -1.5456
H -0.3508 -0.9482 -2.6761
H -1.8134 -1.7916 -2.1415
H 0.5265 -2.4549 -0.8908
H 0.1111 -1.0330 0.0361
H -0.9807 -2.3480 0.0438
C 0.8249 0.8701 1.6557
C 0.5197 2.0822 0.7673
H 0.5744 -0.0460 1.1334
H 1.8874 0.8518 1.8891
H 0.2479 0.8291 2.5785
H -0.0300 1.7609 -0.1132
H 1.4177 2.6278 0.4725
H -0.0976 2.8662 1.2179
```

Mulliken atomic charge list, values in e, 4 entries:
1 C -0.95
2 C -0.30
3 H 0.29
4 H 0.28



Molecular formula: C4H12
Method: DFT, ωB97M-V/def2-TZVPD

Values from the calculation:
Energy above the lowest of the compared OMol25 structures with the same formula, charge and spin, kcal/mol: 41.3
Kohn-Sham gap, eV: 12.0
SMILES string: CC.CC
HOMO energy, eV: -11.0
E_LUMO, Ha: 0.040

The geometry in XYZ format:
```
16
C4H12, DFT ωB97M-V/def2-TZVPD
C 2.1403 0.4621 1.1148
C 1.3251 -0.6942 1.6426
H 2.2056 0.9077 0.0349
H 1.8594 1.3529 1.8145
H 3.1941 0.2704 1.3747
H 0.3548 -0.4829 1.6521
H 1.7284 -1.0160 2.5553
H 1.2973 -1.5235 0.8928
C -1.5074 -0.6099 -1.3719
C -1.9281 0.8267 -1.4378
H -0.6175 -1.0633 -1.0049
H -2.2556 -0.8374 -0.5978
H -1.6907 -1.1137 -2.2838
H -2.2002 1.3447 -0.4578
H -2.9306 0.8883 -1.9255
H -1.1241 1.3652 -1.7412
```

Mulliken atomic charge list, values in e, 4 entries:
1 C -0.73
2 C -0.92
3 H 0.26
4 H 0.20



Molecular formula: C4H12
Method: DFT, ωB97M-V/def2-TZVPD

Values from the calculation:
Energy above the lowest of the compared OMol25 structures with the same formula, charge and spin, kcal/mol: 9.8
Kohn-Sham gap, eV: 12.7
SMILES string: CC.CC
HOMO energy, eV: -11.7
E_LUMO, Ha: 0.037

The geometry in XYZ format:
```
16
C4H12, DFT ωB97M-V/def2-TZVPD
C -1.8308 -2.0076 -1.4568
C -2.3746 -0.5721 -1.4570
H -2.4970 -2.6074 -2.0606
H -0.7589 -2.0437 -1.6478
H -1.8594 -2.3978 -0.4575
H -3.0711 -0.4353 -0.6364
H -1.6882 0.2643 -1.4496
H -2.9175 -0.3750 -2.3871
C 2.1417 1.3658 0.6858
C 2.1812 1.1549 2.1993
H 2.3700 0.5218 0.0580
H 1.1120 1.5646 0.3834
H 2.7123 2.2501 0.4174
H 2.9545 0.4757 2.5520
H 2.2878 2.0912 2.7436
H 1.2380 0.7505 2.5135
```

Mulliken atomic charge list, values in e, 4 entries:
1 C -0.77
2 C -0.81
3 H 0.27
4 H 0.25



Molecular formula: C4H12
Method: DFT, ωB97M-V/def2-TZVPD

Values from the calculation:
Energy above the lowest of the compared OMol25 structures with the same formula, charge and spin, kcal/mol: 30.4
Kohn-Sham gap, eV: 12.4
SMILES string: CC.CC
HOMO energy, eV: -11.3
E_LUMO, Ha: 0.040

The geometry in XYZ format:
```
16
C4H12, DFT ωB97M-V/def2-TZVPD
C -0.9195 -1.5810 -0.5218
C -0.0113 -2.7552 -0.0828
H -1.8574 -1.8432 -1.0695
H -1.2682 -0.9803 0.3016
H -0.4485 -0.8624 -1.3185
H -0.6839 -3.4857 0.3853
H 0.3556 -3.1357 -1.1718
H 0.8782 -2.5442 0.5276
C 0.1951 1.3596 0.3179
C 0.7927 2.8387 0.3803
H 0.5630 0.7452 -0.4785
H 0.4594 0.8155 1.2976
H -0.9566 1.5444 0.2002
H 0.5939 3.5894 1.3242
H 0.4621 3.4373 -0.4360
H 1.8454 2.8577 0.3440
```

Mulliken atomic charge list, values in e, 4 entries:
1 C -0.81
2 C -0.71
3 H 0.35
4 H 0.28



Molecular formula: C4H12
Method: DFT, ωB97M-V/def2-TZVPD

Values from the calculation:
Energy above the lowest of the compared OMol25 structures with the same formula, charge and spin, kcal/mol: 14.5
Kohn-Sham gap, eV: 12.4
SMILES string: CC.CC
HOMO energy, eV: -11.3
E_LUMO, Ha: 0.037

The geometry in XYZ format:
```
16
C4H12, DFT ωB97M-V/def2-TZVPD
C -0.1063 2.2596 1.3912
C -0.8448 1.3343 2.3841
H -0.3336 3.2842 1.6627
H 0.9504 2.0660 1.5197
H -0.4846 2.0195 0.4054
H -0.4240 0.3394 2.2392
H -0.7590 1.7336 3.3991
H -1.9279 1.1636 2.3706
C 0.4703 -1.3039 -2.4573
C 0.5247 -2.3086 -1.3336
H -0.5519 -1.1097 -2.8286
H 0.5999 -0.2694 -2.1069
H 0.9491 -1.4030 -3.4246
H 1.5214 -2.3483 -0.8852
H -0.0803 -1.9598 -0.4980
H 0.2287 -3.2845 -1.7015
```

Mulliken atomic charge list, values in e, 4 entries:
1 C -0.74
2 C -0.88
3 H 0.29
4 H 0.25



Molecular formula: C4H12
Method: DFT, ωB97M-V/def2-TZVPD

Values from the calculation:
Energy above the lowest of the compared OMol25 structures with the same formula, charge and spin, kcal/mol: 8.7
Kohn-Sham gap, eV: 12.8
SMILES string: CC.CC
HOMO energy, eV: -11.6
E_LUMO, Ha: 0.043

The geometry in XYZ format:
```
16
C4H12, DFT ωB97M-V/def2-TZVPD
C 2.1887 -0.8352 -0.4076
C 1.3598 -0.3082 -1.6058
H 1.5737 -1.4754 0.2246
H 3.1234 -1.2646 -0.7572
H 2.4099 -0.0186 0.2874
H 1.5742 0.7256 -1.8611
H 0.3494 -0.3603 -1.2514
H 1.4614 -0.9916 -2.4451
C -2.3920 1.0314 1.0567
C -1.1735 0.1199 0.9333
H -3.0503 0.8720 0.2023
H -2.9382 0.9503 1.9950
H -2.1314 2.0901 0.9881
H -1.3869 -0.8254 1.4435
H -0.2707 0.4486 1.4490
H -0.9827 -0.0731 -0.1100
```

Mulliken atomic charge list, values in e, 4 entries:
1 C -0.87
2 C -0.43
3 H 0.27
4 H 0.31



Q: Which value of energy above the lowest of the compared OMol25 structures with the same formula, charge and spin does entry 9 give?
A: 9.8 kcal/mol



Q: Which of these has the lowest energy above the lowest of the compared OMol25 structures with the same formula, charge and spin?
A: number 5



Q: What is the energy above the lowest of the compared OMol25 structures with the same formula, charge and spin in the fourth record?
A: 16.4 kcal/mol